[1]
{"formula": "C3H4HgO", "method": "wB97M-V/def2-TZVPD", "symbols": ["C", "C", "C", "H", "H", "H", "H", "O", "Hg"], "positions_angstrom": [[-1.60394, 0.45511, 0.05608], [-0.61930, -0.67857, -0.01222], [-0.37485, 0.83166, -0.06249], [-2.65318, 0.69145, 0.19449], [-0.53794, -1.27663, -0.93406], [-0.43672, -1.26204, 0.90428], [0.35846, 1.62292, -0.19922], [3.76788, 0.39043, 0.23861], [2.09960, -0.77433, -0.18547]], "forces_ev_per_angstrom": [[0.081, 0.289, 0.108], [-0.319, -0.269, -0.013], [-0.510, -0.046, -0.074], [0.338, -0.021, -0.165], [-0.188, 0.252, 0.361], [0.058, 0.310, -0.327], [-0.293, -0.298, 0.173], [0.580, 0.505, 0.182], [0.252, -0.722, -0.244]], "s2": 2.019, "multiplicity": 3, "total_charge": 0, "orbital_gap_ev": [8.55, 8.71]}

=====

[2]
{"formula": "C21H10BaI2N5OSe", "method": "wB97M-V/def2-TZVPD", "symbols": ["Ba", "Se", "N", "C", "C", "C", "C", "C", "N", "C", "C", "N", "C", "C", "C", "C", "C", "N", "H", "H", "H", "H", "H", "H", "I", "C", "C", "C", "I", "C", "C", "C", "C", "N", "C", "C", "O", "H", "H", "H", "H"], "positions_angstrom": [[-0.38459, -0.61059, 0.28769], [3.10878, 5.36015, -4.87838], [1.49435, 5.17871, -4.12467], [1.52182, 4.03831, -3.46599], [0.39158, 3.50349, -2.74560], [-0.84556, 4.17451, -2.71565], [-1.87056, 3.57643, -2.04991], [-1.70231, 2.36263, -1.40997], [-0.53596, 1.73967, -1.37816], [0.51212, 2.28271, -2.05142], [1.81444, 1.55106, -2.06102], [1.86663, 0.38784, -1.36796], [3.00590, -0.26633, -1.34884], [4.12942, 0.18790, -1.98688], [4.14885, 1.37986, -2.65778], [2.93034, 2.08614, -2.72595], [2.79103, 3.32485, -3.47260], [3.77308, 3.84886, -4.18629], [-0.98386, 5.11212, -3.23469], [-2.84402, 4.02560, -2.08727], [-2.55282, 1.88481, -0.91799], [2.99448, -1.20584, -0.81475], [5.01057, -0.44301, -1.95774], [5.00439, 1.78389, -3.18217], [-3.17567, -5.29391, -0.50113], [-2.61276, -4.52852, 1.36209], [-2.95234, -5.24964, 2.55322], [-2.68226, -4.69529, 3.79506], [-3.24422, -5.67726, 5.55585], [-1.97049, -3.47432, 3.90287], [-1.60701, -2.84647, 5.10454], [-1.04764, -1.59233, 5.12771], [-0.78881, -0.98137, 3.91671], [-1.03629, -1.54873, 2.76098], [-1.64260, -2.77836, 2.71981], [-1.99387, -3.27344, 1.38632], [-1.71815, -2.57048, 0.31775], [-3.42721, -6.21201, 2.52653], [-1.82076, -3.39494, 6.02251], [-0.75833, -1.14818, 6.03385], [-0.29968, 0.00149, 3.94933]], "forces_ev_per_angstrom": [[0.125, 0.095, -0.350], [-0.078, -0.046, 0.168], [0.444, -0.678, -0.058], [1.104, 0.298, -0.267], [-0.596, -0.187, 0.495], [0.852, -0.439, -0.117], [-0.976, 0.257, -0.171], [0.216, -0.069, 0.063], [0.522, -0.191, -0.200], [0.014, 0.142, -0.180], [-0.442, 0.158, 0.376], [-0.679, 0.677, -0.102], [-0.627, -0.135, 0.100], [1.801, -0.535, -0.233], [-1.148, 0.427, -0.274], [0.083, -0.473, 0.235], [-0.028, 0.436, -0.408], [-1.065, 0.141, 0.424], [0.124, 0.013, -0.027], [-0.325, 0.136, 0.194], [0.234, 0.095, -0.042], [0.245, -0.157, 0.038], [0.050, 0.156, 0.038], [0.103, -0.161, 0.111], [0.098, 0.016, 0.252], [-0.122, 0.050, 0.411], [0.569, 1.363, 0.510], [0.197, -0.578, -0.516], [-0.091, -0.216, -0.214], [-0.207, 0.314, -0.487], [-0.223, -0.135, 0.631], [-0.393, -1.399, -0.385], [0.565, 0.503, 0.042], [-0.151, -0.011, -0.422], [-0.141, 0.330, -0.857], [-0.082, -0.709, 0.612], [0.085, 0.015, 0.388], [-0.197, -0.176, -0.317], [0.154, 0.338, -0.112], [0.202, 0.597, 1.010], [-0.216, -0.263, -0.360]], "total_charge": 1, "orbital_gap_ev": 6.07}

=====

[3]
{"formula": "C5H11NO", "method": "wB97M-V/def2-TZVPD", "symbols": ["C", "O", "C", "C", "N", "C", "C", "H", "H", "H", "H", "H", "H", "H", "H", "H", "H", "H"], "positions_angstrom": [[2.68853, 0.62132, 0.18758], [1.50452, 1.00060, -0.47142], [0.65039, -0.08363, -0.64708], [-0.15100, -0.59458, 0.60169], [-1.31291, -0.68651, -0.25046], [-2.45710, -0.32834, 0.52913], [-0.73623, 0.24502, -1.23268], [3.27524, 1.52753, 0.34806], [3.28049, -0.08536, -0.41555], [2.48261, 0.15431, 1.16309], [1.16574, -0.86379, -1.24761], [0.13666, -1.52186, 1.11546], [-0.49664, 0.18589, 1.40429], [-2.00484, 0.38021, 1.36545], [-2.82796, -1.22188, 1.05432], [-3.26204, 0.00448, -0.15709], [-0.97633, 1.30932, -1.07977], [-0.95915, -0.04270, -2.26740]], "forces_ev_per_angstrom": [[0.286, 0.005, 0.125], [-0.011, 0.236, -0.058], [-0.152, -0.006, 0.158], [0.333, 0.073, 0.428], [-0.183, -0.386, 0.068], [-0.157, 0.285, 0.410], [-0.044, 0.074, -0.107], [-0.053, -0.117, -0.018], [-0.125, 0.093, 0.062], [-0.022, 0.088, -0.147], [-0.299, 0.045, 0.607], [0.072, 0.208, -0.110], [1.973, -0.780, -1.060], [-2.127, -0.455, -1.453], [0.046, 0.262, -0.044], [0.305, 0.381, 0.836], [-0.050, -0.174, 0.129], [0.208, 0.168, 0.171]], "total_charge": 0, "orbital_gap_ev": 9.93}

=====

[4]
{"formula": "C20H47AlN5O7", "method": "wB97M-V/def2-TZVPD", "symbols": ["C", "C", "O", "O", "C", "C", "C", "Al", "H", "H", "H", "H", "H", "H", "H", "H", "H", "H", "H", "H", "C", "C", "O", "N", "C", "H", "H", "H", "H", "H", "H", "H", "C", "C", "O", "N", "C", "H", "H", "H", "H", "H", "H", "H", "C", "C", "O", "N", "C", "H", "H", "H", "H", "H", "H", "H", "C", "C", "O", "N", "C", "H", "H", "H", "H", "H", "H", "H", "C", "C", "O", "N", "C", "H", "H", "H", "H", "H", "H", "H"], "positions_angstrom": [[6.68059, 3.52325, -7.58422], [5.84449, 4.09302, -6.48233], [5.70648, 3.51648, -5.46878], [5.32826, 5.29058, -6.74728], [3.96445, 5.50431, -6.33060], [2.96000, 5.27464, -7.42625], [2.91873, 3.84534, -7.97067], [1.67762, 2.67913, -6.81817], [6.83515, 2.48397, -7.39542], [6.19738, 3.65162, -8.53699], [7.62809, 4.04355, -7.65014], [3.69069, 4.93620, -5.45326], [3.90630, 6.54961, -6.05714], [1.99685, 5.55507, -7.01073], [3.15369, 5.96463, -8.24591], [2.49312, 3.87479, -8.96733], [3.90017, 3.39809, -8.07215], [1.83605, 3.04021, -5.24516], [1.99026, 1.11721, -7.15583], [0.16368, 3.06243, -7.29233], [-1.21538, -1.17026, -4.75884], [-1.02170, 0.32038, -4.58471], [-0.35521, 0.99284, -5.33550], [-1.64384, 0.90881, -3.50678], [-2.47439, 0.28525, -2.50001], [-0.67204, -1.49717, -5.63852], [-0.82498, -1.70932, -3.89643], [-2.27485, -1.40284, -4.89291], [-1.47399, 1.90010, -3.44381], [-3.46957, 0.73968, -2.50460], [-2.03249, 0.43132, -1.50993], [-2.57545, -0.77919, -2.68354], [1.45997, -5.40524, -2.53050], [0.30534, -4.51807, -2.93746], [0.23909, -4.01305, -4.04518], [-0.66308, -4.28859, -2.01171], [-0.74461, -4.77362, -0.64173], [2.14583, -5.48627, -3.36791], [1.99337, -4.97482, -1.68193], [1.10385, -6.40297, -2.26986], [-1.40295, -3.69295, -2.34821], [-1.65877, -5.36019, -0.51843], [-0.77490, -3.91646, 0.03432], [0.11034, -5.39463, -0.39477], [0.23701, -1.29476, 3.54144], [0.58289, -2.18922, 2.37672], [-0.26611, -2.58845, 1.59302], [1.88501, -2.53872, 2.21800], [3.02366, -2.16317, 3.03618], [-0.83102, -1.10175, 3.53775], [0.49690, -1.77892, 4.48313], [0.76293, -0.34283, 3.45453], [2.04805, -3.13161, 1.41929], [3.75293, -1.63005, 2.42450], [3.49669, -3.06042, 3.43893], [2.72087, -1.52555, 3.85898], [-4.21852, 0.73914, 5.19038], [-2.72412, 0.86429, 5.35811], [-2.09839, 0.16775, 6.14804], [-2.07853, 1.78311, 4.59926], [-2.63846, 2.69381, 3.61442], [-4.58193, -0.03393, 5.86104], [-4.71209, 1.67925, 5.43941], [-4.46630, 0.45626, 4.16706], [-1.08438, 1.81095, 4.76342], [-2.18070, 2.50636, 2.64254], [-2.42369, 3.72277, 3.90582], [-3.71162, 2.56762, 3.52891], [-3.78808, -2.57817, 10.97497], [-4.57428, -1.58999, 10.14536], [-5.79361, -1.52249, 10.20544], [-3.87316, -0.77185, 9.32200], [-2.43383, -0.70529, 9.11541], [-4.48252, -3.15644, 11.57649], [-3.22986, -3.25929, 10.33189], [-3.09825, -2.05697, 11.63958], [-4.45526, -0.13861, 8.79721], [-2.08323, 0.29717, 9.36702], [-2.21820, -0.89760, 8.07020], [-1.91239, -1.42929, 9.73326]], "forces_ev_per_angstrom": [[0.123, 0.626, -0.422], [0.646, 0.287, -1.590], [-0.567, -1.216, 2.553], [-0.479, 0.327, -0.678], [-0.533, 0.815, 0.317], [0.592, -0.541, -0.804], [-0.665, -0.133, 0.836], [-0.101, -0.239, -0.391], [0.193, -0.607, 0.174], [-0.294, 0.067, -0.375], [0.324, 0.115, 0.098], [0.337, -0.506, 0.199], [0.219, 0.376, 0.204], [-0.337, 0.077, 0.174], [0.148, 0.492, -0.078], [-0.149, -0.115, -0.351], [0.450, 0.033, -0.023], [0.184, 0.175, 0.160], [0.127, -0.055, -0.006], [-0.063, 0.194, -0.094], [-0.057, 0.173, 0.007], [0.095, 0.119, -0.092], [-0.185, -0.239, 0.070], [-0.121, -0.224, 0.062], [0.193, 0.496, -0.100], [0.072, 0.077, 0.000], [-0.058, -0.098, -0.033], [0.019, -0.079, 0.087], [0.047, -0.007, -0.030], [-0.071, -0.143, 0.089], [-0.098, -0.145, 0.068], [0.019, -0.012, -0.031], [0.021, -0.017, -0.042], [-0.076, 0.190, -0.105], [0.045, -0.192, 0.015], [0.184, -0.265, -0.006], [-0.389, 0.460, -0.224], [-0.050, 0.065, -0.053], [-0.019, -0.093, 0.053], [0.046, 0.014, 0.114], [0.013, 0.031, 0.033], [0.095, -0.102, 0.096], [0.064, -0.330, 0.047], [0.022, -0.003, -0.044], [-0.047, -0.011, -0.021], [-0.091, -0.010, -0.168], [0.035, 0.140, 0.211], [-0.086, 0.065, 0.178], [-0.009, -0.231, -0.369], [-0.016, -0.068, -0.066], [0.058, 0.138, 0.053], [0.067, -0.026, 0.130], [0.028, 0.038, -0.015], [0.054, 0.060, 0.117], [0.059, 0.078, 0.107], [-0.047, 0.006, -0.001], [0.014, -0.041, 0.059], [0.200, -0.049, 0.062], [-0.104, 0.048, -0.138], [-0.244, -0.035, -0.005], [0.425, -0.048, 0.104], [0.076, -0.025, 0.014], [-0.047, 0.005, -0.115], [-0.068, 0.092, -0.011], [0.001, 0.020, -0.024], [-0.116, 0.054, -0.066], [-0.112, 0.045, -0.075], [-0.014, -0.039, 0.029], [-0.049, -0.032, 0.033], [-0.186, 0.101, -0.064], [0.064, -0.051, 0.038], [0.086, -0.165, 0.203], [-0.325, 0.110, -0.068], [-0.072, 0.045, -0.035], [0.103, 0.037, 0.051], [0.094, -0.058, -0.051], [0.032, 0.000, -0.035], [0.164, -0.058, -0.006], [0.197, 0.025, -0.020], [-0.086, -0.003, 0.079]], "total_charge": -1, "orbital_gap_ev": 5.44}

=====

[5]
{"formula": "C5H10O2", "method": "wB97M-V/def2-TZVPD", "symbols": ["C", "O", "C", "C", "C", "C", "O", "H", "H", "H", "H", "H", "H", "H", "H", "H", "H"], "positions_angstrom": [[2.42491, -0.07218, -0.00260], [1.48856, -1.10413, -0.20154], [0.21677, -0.86912, 0.35458], [-0.67219, 0.10008, -0.48945], [-2.11188, -0.36705, -0.74156], [-0.65982, 1.43282, 0.22535], [-1.58120, 1.86746, 0.87427], [2.11362, 0.87363, -0.47315], [3.35941, -0.39266, -0.47107], [2.61034, 0.11517, 1.06900], [0.31969, -0.48762, 1.38689], [-0.26805, -1.84852, 0.41931], [-0.15140, 0.21708, -1.44969], [-2.73869, 0.49743, -0.98253], [-2.15909, -1.06417, -1.58435], [-2.56270, -0.84894, 0.13244], [0.29837, 1.99392, 0.17060]], "forces_ev_per_angstrom": [[0.170, 0.182, 0.025], [0.008, -0.089, -0.034], [-0.214, -0.022, 0.080], [-0.031, 0.060, 0.013], [-0.001, -0.046, 0.004], [-0.233, 0.150, 0.207], [0.356, -0.124, -0.311], [0.029, -0.160, 0.060], [-0.161, 0.043, 0.098], [-0.111, -0.065, -0.207], [-0.018, -0.108, -0.177], [0.013, 0.176, -0.089], [-0.044, 0.053, 0.148], [0.083, -0.173, 0.015], [0.089, 0.028, 0.197], [0.163, 0.102, -0.075], [-0.099, -0.009, 0.047]], "total_charge": 0, "orbital_gap_ev": 10.76}

=====

The evaluated energy relative to the best compared isomer or geometry (same formula, charge and spin) for the records listed, in turn: 29.5 0.0 73.3 0.0 45.9 kcal/mol.